Computed, not measured: C29H30F5O6Tc as an isolated structure in a non-equilibrium geometry, with ωB97M-V with the def2-TZVPD basis set.

## Properties
molar mass	667.543	g/mol
2S+1	4
highest occupied orbital energy (spin up / spin down)	-3.137 / -4.143	eV
orbital gap (spin up / spin down)	0.1973 / 0.2342	Eh
net charge	-1
LUMO level (spin up / spin down)	2.23 / 2.23	eV
ΔE to the lowest compared entry with this formula, charge and spin	40.77	kcal per mole

Last column: Mulliken charge in e.
Cartesian coordinates (Å):
C  0.42565  -0.66155  -3.90053  3.227
C  0.21977  -1.34031  -2.52343  -1.187
C  0.04102  0.83068  -3.73113  -1.610
C  -0.79559  0.95479  -2.40624  0.533
H  -0.56721  1.13373  -4.59470  0.365
H  0.94608  1.45723  -3.74546  0.297
C  -0.98852  -0.62366  -1.94532  0.641
H  1.13726  -1.16863  -1.93593  -0.006
H  0.05545  -2.42401  -2.65645  0.546
C  -1.62494  -1.21692  -0.63643  -1.246
H  -1.79713  -0.85952  -2.66318  0.238
H  -1.81871  1.28447  -2.69185  0.404
C  -0.27350  2.04892  -1.58159  0.406
C  1.82199  -0.86606  -4.46462  -0.449
C  -0.41309  -1.27856  -5.03140  -0.343
O  -1.02319  -0.65151  -5.88488  -0.660
O  2.81395  -0.99728  -3.76151  -0.642
O  1.86884  -0.94637  -5.80429  -0.266
O  -0.37823  -2.62041  -5.05552  -0.260
C  -0.99667  -3.12593  -6.24446  -0.794
H  -0.90670  -4.20699  -6.17862  0.262
H  -0.48510  -2.73133  -7.12944  0.300
H  -2.04440  -2.81501  -6.27931  0.304
C  3.18306  -1.15650  -6.32025  -0.768
H  3.87240  -0.38191  -5.96164  0.295
H  3.09645  -1.11576  -7.40557  0.248
H  3.56637  -2.13994  -6.02012  0.324
O  -0.82325  -1.65300  0.50912  -0.525
H  -2.15271  -2.16142  -0.90738  0.296
H  -2.43129  -0.52987  -0.28408  0.282
C  -1.21188  2.82055  -0.73279  -1.147
C  1.17583  2.14866  -1.31281  -1.283
H  1.64348  2.97001  -1.87238  0.238
H  1.72636  1.23201  -1.56161  0.187
H  1.35784  2.35940  -0.24760  0.379
H  -0.80625  2.98036  0.28015  0.107
H  -2.19056  2.32671  -0.62968  0.388
H  -1.39535  3.81499  -1.15882  0.287
Tc  -0.63291  -1.00855  2.24056  0.128
C  -2.31141  -0.48477  3.94796  -0.192
C  -3.07341  -0.71871  2.78162  -0.707
C  -2.68598  -1.99214  2.24504  -0.363
H  -3.82587  -0.06140  2.36520  0.442
C  -1.70448  -2.58737  3.11699  -0.578
C  -1.43394  -1.59948  4.15084  -0.997
H  -0.83434  -1.79415  5.03084  0.767
H  -2.42876  0.35847  4.60930  0.550
H  -3.16456  -2.48090  1.40506  0.560
H  -1.33025  -3.60760  3.08492  0.467
C  2.44171  0.18475  2.22465  -0.854
C  1.97979  -0.21646  3.48077  -0.946
C  1.16768  -1.41614  3.33004  0.049
H  2.33113  0.18780  4.42550  0.548
C  1.26349  -1.79484  1.90853  -0.858
C  1.98145  -0.71494  1.24125  -0.031
H  2.23025  -0.68275  0.18318  0.376
H  3.10382  1.03500  2.04432  0.433
H  1.05434  -2.14264  4.13186  0.802
H  1.24072  -2.82181  1.55250  0.505
F  0.39565  4.40149  7.61036  -0.347
C  0.22438  3.62270  6.52859  0.679
C  0.07264  4.18616  5.25959  -0.111
F  0.10568  5.53199  5.12864  -0.328
C  -0.10701  3.37467  4.15464  0.091
F  -0.24125  3.93082  2.92860  -0.318
C  -0.16419  1.94570  4.24848  0.154
O  -0.38961  1.21814  3.21495  0.237
C  0.06730  1.44195  5.56581  0.168
F  0.19787  0.10296  5.76682  -0.338
C  0.22913  2.23783  6.67573  -0.024
F  0.41342  1.67422  7.88857  -0.331

Computed, not measured: C65H64Cl5N7P2PbSTe as an isolated structure in a non-equilibrium geometry, with ωB97M-V with the def2-TZVPD basis set.

## Properties
molar mass	1549.356	g/mol
highest occupied orbital energy	-0.791	eV
orbital gap	0.1549	Eh
net charge	-2
LUMO level	3.43	eV
ΔE to the lowest compared entry with this formula, charge and spin	27.63	kcal per mole

Last column: Mulliken charge in e.
Cartesian coordinates (Å):
Pb  -0.56740  0.22580  0.19260  1.328
C  5.79260  -2.19260  -0.17820  -0.525
C  5.09000  -2.37370  0.99870  -0.568
C  4.14460  -1.45450  1.41240  0.750
C  3.88180  -0.30340  0.64100  -0.528
C  4.59180  -0.15090  -0.56700  -0.262
C  5.54110  -1.06480  -0.95330  -0.447
N  2.91120  0.59090  0.89820  -0.051
C  2.60770  1.15850  2.04210  0.291
C  3.41440  1.14560  3.22160  -0.796
C  3.20380  2.01900  4.24980  -0.686
C  2.19130  2.98420  4.16750  -0.913
C  1.39730  3.04070  3.05310  -0.345
C  1.52190  2.10370  2.01410  0.287
N  0.69920  2.14060  0.94220  1.083
N  0.28480  3.35650  0.64490  -0.872
C  -0.51260  3.54020  -0.39820  -0.479
C  -0.82960  4.89370  -0.69470  -0.675
C  -1.57400  5.18120  -1.80060  -0.861
C  -2.00560  4.12910  -2.62020  -1.026
C  -1.69010  2.83830  -2.24020  -0.322
N  -0.98470  2.52770  -1.16940  1.697
H  6.52000  -2.92830  -0.49590  0.351
H  5.26280  -3.25910  1.60000  0.229
H  3.62660  -1.58840  2.35130  -0.065
H  4.39040  0.73300  -1.15650  0.312
H  6.09140  -0.90980  -1.87340  0.349
H  4.24060  0.45190  3.28090  0.446
H  3.82670  1.98210  5.13950  0.382
H  2.04120  3.67440  4.98720  0.359
H  0.60730  3.77200  2.97030  0.459
H  -0.45950  5.65660  -0.02380  0.539
H  -1.82850  6.20600  -2.04630  0.368
H  -2.57610  4.32580  -3.51670  0.527
H  -2.01970  2.00230  -2.84300  -0.017
N  -0.48510  -0.50250  2.33140  -0.010
P  -1.25480  -1.39490  3.28810  0.620
C  -3.00900  -1.78290  2.88310  0.945
C  -3.79890  -0.63750  2.93880  -0.918
C  -5.11480  -0.66110  2.53040  -0.324
C  -5.65830  -1.83670  2.03550  -0.866
C  -4.87400  -2.97410  1.95420  -0.788
C  -3.55230  -2.95100  2.36870  0.301
C  -1.56930  -0.68680  4.96380  0.080
C  -1.15290  0.61270  5.20000  0.236
C  -1.48000  1.23640  6.39080  -0.707
C  -2.21870  0.55700  7.34620  -0.569
C  -2.63190  -0.74640  7.11380  -0.740
C  -2.30980  -1.36660  5.92220  -0.554
C  -0.45790  -2.98970  3.79450  0.862
C  -1.01490  -4.20760  4.16780  -0.231
C  -0.18980  -5.27810  4.47500  -0.901
C  1.18900  -5.13330  4.46660  -0.529
C  1.74860  -3.90940  4.14300  -0.336
C  0.92760  -2.85680  3.78360  -0.894
H  -3.34700  0.27310  3.31150  0.274
H  -5.71250  0.23780  2.58600  0.371
H  -6.68860  -1.85880  1.70590  0.385
H  -5.29610  -3.88990  1.55850  0.328
H  -2.94900  -3.84450  2.30160  -0.156
H  -0.59420  1.11340  4.42000  0.143
H  -1.17820  2.25900  6.56920  0.443
H  -2.48230  1.04830  8.27490  0.351
H  -3.22380  -1.26820  7.85720  0.397
H  -2.64910  -2.37520  5.71960  0.281
H  -2.08850  -4.33420  4.23830  0.383
H  -0.62590  -6.23560  4.73480  0.383
H  1.82030  -5.97180  4.73400  0.375
H  2.82090  -3.77770  4.15050  0.364
H  1.31940  -1.89130  3.48960  0.325
N  -1.35200  -2.46820  -0.60860  0.428
C  -1.76690  -3.49590  -0.30430  -1.044
N  -2.23590  -4.66760  0.04590  1.300
C  -1.32110  -5.65990  0.57190  -0.409
C  -0.90020  -6.65120  -0.51140  -0.304
C  -2.13680  -7.27480  -1.15640  -1.015
C  -3.02470  -6.17190  -1.73140  -0.255
C  -3.40650  -5.18140  -0.62820  -0.813
H  -1.83180  -6.19930  1.38080  0.292
H  -0.44370  -5.13490  0.96850  -0.060
H  -0.25930  -7.41520  -0.06670  0.401
H  -0.32370  -6.12820  -1.27580  0.006
H  -2.69470  -7.84440  -0.40560  0.338
H  -1.83490  -7.95490  -1.95630  0.429
H  -3.93530  -6.59110  -2.16720  0.434
H  -2.47490  -5.64820  -2.51550  -0.092
H  -4.03010  -5.69650  0.11460  0.370
H  -3.96120  -4.33560  -1.04020  0.347
Te  1.57410  -3.10050  0.37060  -0.444
C  2.78150  -4.75300  -0.01420  0.470
C  2.95640  -5.85700  0.77880  -0.563
C  3.82130  -6.83110  0.25290  -0.504
C  4.32360  -6.48670  -0.96280  -0.756
S  3.72610  -4.94270  -1.46450  -0.012
H  2.46220  -5.94270  1.73180  0.389
H  4.06850  -7.75510  0.75280  0.364
H  5.00400  -7.02440  -1.59570  0.400
Cl  -3.79680  -0.96720  -1.02590  -0.226
C  -3.92490  0.61010  -0.34790  1.767
C  -2.89810  1.08440  0.46300  -2.785
C  -3.18580  2.28920  1.10560  1.271
Cl  -2.12220  2.87020  2.31760  -0.163
C  -4.32670  3.04270  0.84470  -0.326
Cl  -4.58390  4.57140  1.59570  -0.258
C  -5.28100  2.55940  -0.04090  0.479
Cl  -6.68370  3.49150  -0.39870  -0.248
C  -5.09880  1.30930  -0.61230  -0.379
Cl  -6.32500  0.64440  -1.62580  -0.235
C  2.72550  -1.82320  -3.21950  -1.836
C  1.54610  -2.18240  -4.12700  2.185
C  1.23480  -3.66830  -3.96190  -1.935
C  1.94360  -1.85130  -5.56280  -1.825
P  0.05520  -1.22070  -3.41330  1.268
C  0.62570  0.46870  -3.86730  1.199
C  0.42840  1.11160  -5.08340  -0.214
C  0.95510  2.37050  -5.30980  -0.894
C  1.67850  3.01470  -4.32070  -0.928
C  1.87260  2.39180  -3.09860  -0.271
C  1.35300  1.13040  -2.87690  -0.918
C  -1.49910  -1.55790  -4.51100  2.522
C  -2.42250  -0.35860  -4.27110  -1.411
C  -1.38510  -1.82900  -6.01160  -2.093
C  -2.14050  -2.78940  -3.85590  -2.363
H  3.55700  -2.50570  -3.39700  0.841
H  2.45340  -1.90680  -2.16670  -0.223
H  3.06820  -0.80740  -3.40440  0.310
H  2.14050  -4.26450  -4.06960  0.539
H  0.50850  -4.00860  -4.69910  0.277
H  0.83100  -3.84290  -2.96520  0.254
H  2.89690  -2.33120  -5.78810  0.539
H  2.06590  -0.77790  -5.69320  0.267
H  1.21860  -2.20310  -6.28930  0.269
H  -0.13150  0.63460  -5.87390  0.030
H  0.80660  2.84510  -6.27260  0.412
H  2.08500  4.00110  -4.50890  0.360
H  2.42500  2.89530  -2.31680  0.540
H  1.51680  0.65510  -1.92070  0.031
H  -2.08350  0.51880  -4.81970  0.423
H  -2.43760  -0.12180  -3.20810  -0.294
H  -3.44400  -0.58660  -4.58590  0.634
H  -0.92110  -1.00940  -6.55360  0.235
H  -2.39170  -1.96270  -6.41670  0.520
H  -0.82540  -2.74040  -6.21500  0.364
H  -2.18180  -2.65670  -2.77800  0.013
H  -1.56040  -3.68720  -4.06390  0.305
H  -3.15810  -2.94160  -4.22320  0.628

Computed, not measured: C2H5InO9PS as an isolated structure in a non-equilibrium geometry, with ωB97M-V with the def2-TZVPD basis set.

## Properties
molar mass	350.912	g/mol
highest occupied orbital energy	1.482	eV
orbital gap	0.1394	Eh
net charge	-3
LUMO level	5.28	eV
ΔE to the lowest compared entry with this formula, charge and spin	0.00	kcal per mole

Last column: natural (NBO) charge in e.
Cartesian coordinates (Å):
In  -0.11162  0.28517  0.74956  0.995
C  -0.10778  -3.88137  -0.98876  -0.637
C  0.98299  -2.81511  -1.26962  -0.022
O  1.30750  -2.09936  -0.16030  -0.924
H  -0.96788  -3.44897  -0.48129  0.201
H  0.32097  -4.68995  -0.38334  0.165
H  -0.46469  -4.33954  -1.92784  0.147
H  0.53157  -2.15425  -2.04579  0.084
H  1.81880  -3.31409  -1.80658  0.064
P  1.97334  2.70738  1.68891  2.423
O  3.40376  3.24667  1.71455  -1.090
O  1.84143  1.30370  2.29648  -1.095
O  1.38321  2.58673  0.25813  -0.822
O  0.96738  3.67664  2.34101  -0.819
S  -2.62338  2.59872  -0.01607  2.577
O  -3.67752  2.89057  -0.96073  -1.083
O  -1.29640  2.41646  -0.68715  -1.015
O  -2.40518  3.68412  0.95799  -1.036
O  -2.87649  1.34650  0.72086  -1.114